A cluster of 14 separate species, C16H58ClN26O16P in total at a distorted geometry, computed with the ωB97M-V functional and the def2-TZVPD basis.

XYZ file:
```
118
Properties=species:S:1:pos:R:3:forces:R:3:mulliken_charge:R:1
Cl 0.3004 -3.6634 3.0838 -0.012 0.057 0.338 -0.060
P 0.9247 -0.0414 4.1647 -2.377 -0.543 -1.498 0.368
O -2.5625 3.0965 -3.2963 -0.019 -0.021 0.034 -0.782
O 0.1188 -2.6956 4.4523 -0.505 0.494 -0.239 -0.156
O -2.8886 1.7254 -13.9657 -0.325 0.090 -0.239 -0.658
O 2.0157 -3.2893 5.4317 1.470 -2.885 0.899 -0.461
O 0.6825 0.4952 -0.3929 0.134 -0.005 0.029 -0.718
O -1.7781 0.5853 6.9089 -0.288 -0.051 0.357 -0.648
O 1.8987 4.6666 4.8588 0.026 -0.029 -0.038 -0.664
O 2.5127 -8.6750 5.2763 -0.075 -0.003 -0.008 -0.664
O -3.5398 -4.7495 7.1571 -0.092 0.206 0.078 -0.656
O 1.7321 -1.1756 5.2413 -0.967 1.238 -0.721 -0.371
O -5.9898 -0.7669 -4.8512 0.053 0.114 -0.003 -0.634
O -1.8638 0.4353 -7.2083 -0.034 -0.084 -0.219 -0.682
O 5.7790 -2.5967 4.3931 0.035 -0.005 -0.030 -0.622
O 4.2431 4.6926 9.4032 -0.109 0.003 -0.168 -0.659
O 0.4268 0.0476 -10.9325 0.173 0.108 0.107 -0.713
O 1.6197 5.0301 -4.1707 0.014 -0.038 0.060 -0.619
N 1.5189 2.2430 -1.5778 0.361 0.010 -0.247 -0.342
N -0.8864 -1.2585 -6.0648 -0.200 -0.061 0.168 -0.383
N -7.6071 -1.4268 -3.4071 0.059 0.045 0.160 -0.382
N 5.1282 -3.7821 6.2127 -0.146 -0.195 -0.056 -0.257
N -7.8793 -1.7045 -5.6766 0.007 -0.009 -0.194 -0.400
N 7.3405 -3.1983 5.9221 0.212 0.050 -0.002 -0.390
N 0.1244 -0.3767 -7.9358 -0.033 0.356 0.075 -0.318
N -0.6905 1.6516 -1.7796 0.296 -0.068 -0.043 -0.169
N -4.5778 1.1521 -15.3626 0.102 -0.070 -0.158 -0.403
N 5.6788 3.7450 10.8761 0.172 0.095 -0.056 -0.414
N -5.0266 2.0861 -13.3077 0.043 0.073 0.175 -0.381
N 1.1121 -7.1244 4.3888 -0.464 -0.026 0.071 -0.261
N -1.3401 -5.1553 6.8093 0.109 0.060 0.028 -0.265
N -2.8037 2.2984 -5.4045 -0.156 0.419 0.225 -0.255
N 3.8201 5.1988 5.9462 0.257 0.112 -0.109 -0.336
N 2.6527 3.1787 -4.9558 0.041 -0.181 0.075 -0.303
N -2.7873 -0.2237 8.7755 0.026 0.147 0.194 -0.399
N -2.9408 -6.3850 5.7030 -0.199 -0.039 -0.049 -0.362
N 3.1235 -6.4902 5.2923 0.122 0.097 0.115 -0.254
N 2.0268 4.3604 7.1030 -0.277 -0.137 0.186 -0.253
N 3.4236 3.3074 11.0010 -0.167 0.039 -0.057 -0.366
N -2.3090 -1.6147 7.0009 0.230 0.036 0.012 -0.220
N 2.8404 5.1851 -6.0764 0.010 0.182 -0.086 -0.412
N 1.2841 1.7970 -12.1010 0.275 0.020 0.093 -0.385
N -0.9245 1.2082 -12.3336 0.509 -0.113 0.415 -0.242
N -4.2613 1.6606 -3.7504 -0.108 -0.024 0.120 -0.270
C 2.0146 0.4772 2.7690 0.542 0.470 -0.025 -0.816
C 0.2661 0.9578 -11.7382 -0.296 0.029 -0.083 0.651
C -3.1698 2.3967 -4.1034 -0.059 0.070 -0.254 0.562
C 6.0611 -3.1536 5.4365 -0.070 -0.021 0.026 0.640
C -4.0864 1.6591 -14.1971 -0.144 0.040 -0.040 0.618
C 4.4353 3.9625 10.3639 0.030 -0.120 0.114 0.665
C 2.3236 4.5010 -5.0120 -0.019 -0.003 0.010 0.668
C -7.0857 -1.2659 -4.6574 -0.090 -0.027 0.030 0.619
C -0.9335 -0.3474 -7.0820 0.213 -0.118 -0.041 0.713
C -2.2576 -0.3551 7.5227 -0.080 -0.276 -0.195 0.565
C -2.6658 -5.3878 6.5938 0.264 -0.114 -0.079 0.651
C 0.2182 1.3848 5.0814 1.562 0.949 0.247 -0.792
C 2.2700 -7.5122 5.0071 0.215 -0.021 0.070 0.544
C 2.5365 4.7370 5.8974 0.000 -0.010 0.026 0.522
C 1.3251 -2.4228 5.0510 0.651 1.308 -0.097 0.595
C 0.5079 1.4027 -1.1980 -0.308 -0.069 -0.018 0.511
H -3.9072 -6.5824 5.5207 0.023 0.013 0.005 0.203
H -1.6523 -1.2615 -5.4160 0.036 0.021 -0.004 0.216
H -1.0782 1.9444 -12.9938 -0.149 -0.097 -0.067 0.192
H 7.5961 -3.6512 6.7784 -0.039 -0.003 -0.010 0.153
H 2.3163 1.5338 2.7749 -0.020 -0.198 0.272 0.272
H 0.8923 -1.0133 -7.8460 -0.054 -0.046 -0.030 0.134
H 1.4001 2.9963 -2.2336 -0.146 0.164 0.207 0.168
H 6.4463 4.2125 10.4298 -0.023 -0.019 0.011 0.218
H -7.0483 -1.1153 -2.6341 -0.016 -0.023 -0.020 0.213
H -4.5565 1.7129 -2.7937 0.017 0.033 -0.032 0.185
H 0.0986 1.1689 6.1419 0.052 -0.206 -0.173 0.250
H -2.7685 0.6908 9.1866 -0.017 -0.022 -0.036 0.220
H 5.3433 -4.2459 7.0745 0.041 0.058 0.000 0.166
H 3.2295 2.7140 -5.6305 -0.023 0.026 -0.013 0.178
H 2.6160 6.1604 -6.1452 -0.005 -0.032 0.017 0.222
H 4.1763 -3.7691 5.8885 -0.083 0.247 0.090 0.163
H 2.5492 4.4161 7.9587 0.205 0.077 0.069 0.208
H -6.0134 2.0408 -13.4760 0.019 -0.017 -0.023 0.169
H -0.7890 1.5395 4.6891 0.191 -0.235 -0.052 0.358
H 3.4209 4.7678 -6.7780 -0.018 -0.033 0.028 0.155
H 3.9877 -6.7263 5.7428 0.005 -0.002 -0.068 0.158
H -1.9338 -1.7439 6.0769 -0.066 0.015 -0.001 0.133
H -7.5247 -1.6011 -6.6095 0.004 -0.004 0.034 0.220
H -0.5995 -5.6641 6.3604 -0.012 -0.016 -0.004 0.146
H 2.9313 -5.5285 5.0733 -0.076 0.009 -0.022 0.210
H 0.9047 -6.1706 4.1621 0.059 0.145 -0.124 0.124
H -1.6927 0.6123 -12.0913 -0.038 0.050 -0.113 0.169
H 3.5607 2.7047 11.7896 0.028 0.005 -0.020 0.171
H -0.1370 -1.9107 -5.9366 0.014 0.033 -0.027 0.155
H -8.5044 -1.8342 -3.2258 0.010 0.002 -0.031 0.166
H -4.6974 2.4651 -12.4383 -0.020 -0.010 -0.023 0.217
H 4.2365 5.4872 5.0808 -0.049 -0.020 0.009 0.205
H 0.4523 -7.8429 4.1555 0.104 -0.028 -0.062 0.165
H 8.0519 -2.7472 5.3777 -0.035 -0.008 0.005 0.234
H 4.3547 5.2608 6.7945 -0.111 -0.053 0.074 0.181
H 2.2843 2.6536 -4.1839 0.025 -0.123 -0.056 0.154
H -3.9105 0.8284 -16.0387 -0.019 0.006 0.025 0.219
H 1.0855 4.0130 7.1169 0.028 0.019 -0.078 0.188
H -3.1878 -0.9828 9.2929 -0.010 -0.035 -0.067 0.160
H -0.8553 2.3934 -2.4434 -0.264 -0.008 0.108 0.200
H 2.9236 -0.1269 2.6503 -0.214 -0.014 0.292 0.320
H -2.7048 -2.4029 7.4799 -0.213 -0.137 -0.078 0.147
H 2.4940 3.4454 10.6498 0.016 -0.021 0.034 0.203
H -3.2784 1.7298 -6.0803 0.228 -0.202 0.020 0.194
H -1.1053 -4.4283 7.4587 0.070 -0.001 -0.008 0.189
H -1.4541 1.0543 -1.5249 -0.021 0.078 -0.004 0.147
H 2.4211 2.0896 -1.1672 -0.053 0.037 0.046 0.174
H -8.7821 -2.1177 -5.5414 0.020 0.005 0.035 0.161
H -2.2363 -6.9196 5.2320 0.040 0.028 0.059 0.144
H 2.1803 1.6397 -11.6796 -0.027 -0.010 -0.029 0.212
H 0.1230 0.2762 -8.7022 0.007 -0.268 -0.205 0.161
H -2.0017 2.8259 -5.6945 0.019 -0.105 -0.034 0.174
H 5.8610 3.1513 11.6624 -0.039 0.000 -0.010 0.160
H 1.1785 2.5472 -12.7567 -0.058 -0.030 -0.004 0.164
H 1.4220 0.3209 1.8427 0.147 0.011 0.640 0.215
H -4.7758 1.0776 -4.3888 0.015 -0.139 0.041 0.207
H 0.7812 2.3369 4.9957 -0.107 -0.480 -0.116 0.150
H -5.5552 1.0875 -15.5736 0.006 0.011 0.037 0.164
```
Forces are in eV/Å.

Output
electronic energy: -110858.6748 eV
HOMO: -7.01 eV
Kohn-Sham gap: 0.24641 Eh